[1]
Computed, not measured: a cluster of 2 separate species, C4H8O2 in total, with the ωB97M-V functional and the def2-TZVPD basis.

Geometry as XYZ:
```
14
Properties=species:S:1:pos:R:3:mulliken_charge:R:1
O 1.18 -1.60 1.31 -0.4669
C 1.80 -0.92 0.54 0.1933
C 2.67 0.23 0.93 -0.9196
H 1.63 -1.10 -0.54 0.3220
H 2.14 1.17 1.07 0.2584
H 3.64 0.36 0.46 0.3069
H 2.87 0.13 2.02 0.3033
C -2.42 -0.48 -1.56 -0.7058
C -2.36 0.33 -0.51 0.0814
O -1.68 1.52 -0.55 -0.4830
H -2.62 -1.53 -1.39 0.2581
H -2.29 0.00 -2.52 0.2368
H -2.81 0.01 0.42 0.2783
H -1.75 1.90 0.32 0.3366
```

Calculated values
ΔE to the lowest compared entry with this formula, charge and spin = 60.2 kcal per mole
E_LUMO = 0.73 eV
E = -8370.6716 eV
maximum force = 2.649 eV/Å
SMILES string = C=CO.CC=O

=====

[2]
Computed, not measured: a cluster of 2 separate species, C4H8O2 in total, with the ωB97M-V functional and the def2-TZVPD basis.

Geometry as XYZ:
```
14
Properties=species:S:1:pos:R:3:mulliken_charge:R:1
C 0.81 -0.24 0.90 -0.3900
C 0.68 -0.88 -0.45 -0.1235
O -0.39 -0.52 -1.32 -0.3867
C -1.56 -0.30 -0.56 -0.4263
C -1.31 0.85 0.38 -0.3609
O -0.16 0.57 1.24 -0.1189
H 3.23 0.66 0.84 -0.2073
H 3.84 0.99 0.56 0.2089
H 1.61 -0.66 -0.98 0.2748
H 0.68 -1.97 -0.25 0.3073
H -1.84 -1.21 0.01 0.3159
H -2.37 -0.07 -1.26 0.3296
H -2.14 1.02 1.07 0.3005
H -1.09 1.76 -0.17 0.2765
```

Calculated values
ΔE to the lowest compared entry with this formula, charge and spin = 111.6 kcal per mole
E_LUMO = 0.87 eV
E = -8368.4403 eV
maximum force = 0.371 eV/Å

=====

[3]
Computed, not measured: an isolated molecule of C4H8O2, with the ωB97M-V functional and the def2-TZVPD basis.

Geometry as XYZ:
```
14
Properties=species:S:1:pos:R:3:mulliken_charge:R:1
O -2.10 -0.20 0.18 -0.5171
C -1.22 0.81 -0.28 -0.3430
C 0.06 0.70 0.54 -0.6530
C 0.72 -0.69 0.47 -0.2741
C 1.88 -1.41 -0.68 -0.2371
O 1.02 -0.63 -1.25 -0.2303
H -2.80 -0.32 -0.47 0.3024
H -1.65 1.81 -0.13 0.2824
H -0.98 0.68 -1.34 0.3236
H -0.19 0.85 1.60 0.3473
H 0.77 1.48 0.24 0.3058
H 1.56 -0.67 1.17 0.2921
H 0.02 -1.50 0.65 0.3192
H 2.90 -0.91 -0.69 0.0819
```

Calculated values
ΔE to the lowest compared entry with this formula, charge and spin = 140.6 kcal per mole
E_LUMO = 0.63 eV
E = -8367.1827 eV
maximum force = 0.586 eV/Å

=====

[4]
Computed, not measured: a cluster of 2 separate species, C4H8O2 in total, with the ωB97M-V functional and the def2-TZVPD basis.

Geometry as XYZ:
```
14
Properties=species:S:1:pos:R:3:mulliken_charge:R:1
C 2.60 0.47 -0.36 -0.9211
C 1.56 1.09 0.15 0.7894
O 0.64 1.66 0.60 -0.4079
C -0.69 -1.14 -0.67 -0.7148
C -1.70 -0.20 0.00 -0.3858
O -1.95 0.95 -0.78 -0.5384
H 2.53 -0.57 -0.63 0.2979
H 0.17 -0.57 -1.03 0.0477
H 3.52 1.02 -0.50 0.2715
H -1.13 -1.64 -1.54 0.3166
H -0.34 -1.90 0.04 0.3005
H -1.35 0.07 1.00 0.2581
H -2.66 -0.71 0.12 0.3381
H -1.22 1.56 -0.62 0.3480
```

Calculated values
ΔE to the lowest compared entry with this formula, charge and spin = 45.9 kcal per mole
E_LUMO = 0.78 eV
E = -8371.2930 eV
maximum force = 1.116 eV/Å
SMILES string = C=C=O.CCO

=====

[5]
Computed, not measured: an isolated molecule of C4H8O2, with the ωB97M-V functional and the def2-TZVPD basis.

Geometry as XYZ:
```
14
Properties=species:S:1:pos:R:3:mulliken_charge:R:1
C -0.92 -1.70 -0.86 -1.1165
C -0.13 -0.78 0.05 0.7885
O -0.05 -1.06 1.24 -0.6110
C 0.50 0.49 -0.48 -0.5136
C 0.38 1.62 0.56 -0.5187
O 1.14 1.37 1.71 -0.5295
H -1.95 -1.72 -0.50 0.2835
H -0.91 -1.41 -1.91 0.3177
H -0.53 -2.72 -0.75 0.3207
H 1.56 0.30 -0.66 0.2421
H 0.06 0.77 -1.44 0.3424
H -0.69 1.75 0.82 0.2882
H 0.74 2.56 0.14 0.3276
H 0.82 0.53 2.06 0.3785
```

Calculated values
ΔE to the lowest compared entry with this formula, charge and spin = 19.3 kcal per mole
E_LUMO = 0.87 eV
E = -8372.4444 eV
maximum force = 0.402 eV/Å
SMILES string = CC(=O)CCO

=====

[6]
Computed, not measured: an isolated molecule of C4H8O2, with the ωB97M-V functional and the def2-TZVPD basis.

Geometry as XYZ:
```
14
Properties=species:S:1:pos:R:3:mulliken_charge:R:1
C 1.30 0.55 1.91 -0.6871
O 0.17 0.63 1.07 -0.2993
C -0.02 -0.52 0.28 -0.4400
C -1.17 -0.29 -0.68 0.0473
C -0.93 -0.12 -2.13 -0.4738
O -1.35 -1.36 -1.59 -0.4340
H 1.21 -0.27 2.64 0.2881
H 2.22 0.39 1.33 0.2954
H 1.37 1.49 2.45 0.2409
H -0.14 -1.41 0.93 0.2974
H 0.87 -0.73 -0.35 0.3125
H -1.93 0.46 -0.57 0.3487
H 0.08 0.10 -2.41 0.2278
H -1.72 0.33 -2.75 0.2761
```

Calculated values
ΔE to the lowest compared entry with this formula, charge and spin = 74.7 kcal per mole
E_LUMO = 1.05 eV
E = -8370.0439 eV
maximum force = 2.254 eV/Å
SMILES string = COC[C@H]1CO1

=====

[7]
Computed, not measured: an isolated molecule of C4H8O2, with the ωB97M-V functional and the def2-TZVPD basis.

Geometry as XYZ:
```
14
Properties=species:S:1:pos:R:3:mulliken_charge:R:1
O -1.51 1.02 -0.21 -0.6249
C -0.26 1.34 -0.76 -0.4466
C 0.89 0.64 0.02 -0.7202
C 0.62 -0.85 -0.07 0.0562
C -0.23 -1.55 0.88 -0.2926
O -0.84 -1.32 -0.35 -0.5192
H -1.54 0.01 -0.28 0.4286
H -0.17 1.02 -1.81 0.2854
H -0.10 2.43 -0.71 0.3586
H 1.86 0.88 -0.44 0.3249
H 0.90 1.00 1.06 0.2674
H 1.24 -1.42 -0.75 0.3771
H -0.61 -0.97 1.72 0.2230
H -0.07 -2.61 1.06 0.2822
```

Calculated values
ΔE to the lowest compared entry with this formula, charge and spin = 58.6 kcal per mole
E_LUMO = 1.03 eV
E = -8370.7424 eV
maximum force = 1.374 eV/Å
SMILES string = OCC[C@H]1CO1

=====

[8]
Computed, not measured: an isolated molecule of C4H8O2, with the ωB97M-V functional and the def2-TZVPD basis.

Geometry as XYZ:
```
14
Properties=species:S:1:pos:R:3:mulliken_charge:R:1
C 1.16 0.01 -1.11 -0.6818
C 0.47 1.26 -0.59 -0.5047
C 0.11 0.00 0.32 0.6730
C -1.34 -0.46 0.29 -0.8426
O 0.73 -0.14 1.51 -0.5516
O -1.55 -1.80 0.60 -0.5328
H 0.80 -0.41 -2.00 0.2746
H 2.19 -0.13 -0.89 0.2321
H 1.02 2.08 -0.23 0.2822
H -0.21 1.72 -1.32 0.2513
H -1.93 -0.32 -0.56 0.4075
H -1.91 0.19 1.03 0.2796
H 1.72 -0.17 1.37 0.3612
H -1.24 -1.83 1.58 0.3520
```

Calculated values
ΔE to the lowest compared entry with this formula, charge and spin = 75.5 kcal per mole
E_LUMO = 0.78 eV
E = -8370.0067 eV
maximum force = 6.133 eV/Å
SMILES string = OCC1(O)CC1

=====

[9]
Computed, not measured: an isolated molecule of C4H8O2, with the ωB97M-V functional and the def2-TZVPD basis.

Geometry as XYZ:
```
14
Properties=species:S:1:pos:R:3:mulliken_charge:R:1
C -0.88 0.93 1.07 -1.2199
C 0.28 0.84 0.08 0.4502
O 1.40 0.10 0.61 -0.4339
C 1.09 -1.03 -0.21 -0.4874
C 0.13 -0.19 -1.05 -0.2036
O -1.14 -0.72 -1.28 -0.5288
H -1.23 -0.06 1.38 0.2732
H -0.53 1.45 1.97 0.3395
H -1.73 1.47 0.65 0.3010
H 0.59 1.85 -0.23 0.3197
H 0.64 -1.85 0.40 0.2562
H 1.96 -1.47 -0.71 0.2563
H 0.55 0.15 -2.01 0.3457
H -1.14 -1.46 -0.68 0.3317
```

Calculated values
ΔE to the lowest compared entry with this formula, charge and spin = 45.5 kcal per mole
E_LUMO = 0.93 eV
E = -8371.3107 eV
maximum force = 0.822 eV/Å
SMILES string = C[C@H]1OC[C@H]1O

=====

[10]
Computed, not measured: an isolated molecule of C4H8O2, with the ωB97M-V functional and the def2-TZVPD basis.

Geometry as XYZ:
```
14
Properties=species:S:1:pos:R:3:mulliken_charge:R:1
O 1.97 0.94 0.52 -0.5129
C 1.65 -0.27 -0.11 -0.5071
C 0.31 -0.85 0.37 -0.4226
C -0.76 -0.04 -0.28 0.0731
C -2.09 0.46 0.05 -0.4207
O -0.95 1.33 0.08 -0.4318
H 1.28 1.59 0.31 0.3496
H 1.59 -0.14 -1.21 0.3060
H 2.47 -0.96 0.10 0.3252
H 0.18 -1.87 -0.01 0.2632
H 0.29 -0.88 1.47 0.2661
H -0.73 -0.16 -1.38 0.1857
H -2.63 0.39 0.99 0.2974
H -2.60 0.47 -0.91 0.2288
```

Calculated values
ΔE to the lowest compared entry with this formula, charge and spin = 57.2 kcal per mole
E_LUMO = 1.03 eV
E = -8370.8021 eV
maximum force = 1.276 eV/Å
SMILES string = OCC[C@H]1CO1

=====

[11]
Computed, not measured: an isolated molecule of C4H8O2, with the ωB97M-V functional and the def2-TZVPD basis.

Geometry as XYZ:
```
14
Properties=species:S:1:pos:R:3:mulliken_charge:R:1
C 2.06 -0.06 0.33 -0.6997
O 0.73 0.26 0.67 -0.3064
C -0.08 0.38 -0.47 -0.7114
C -1.97 -1.72 0.30 -0.2404
O -2.36 -0.50 0.09 -0.1990
C -1.50 0.66 -0.03 -0.3383
H 2.12 -1.05 -0.13 0.2911
H 2.49 0.68 -0.36 0.2974
H 2.64 -0.06 1.26 0.2504
H 0.27 1.21 -1.10 0.4564
H -0.84 -1.72 0.34 0.2029
H -0.04 -0.53 -1.09 0.4167
H -1.51 1.15 0.94 0.2942
H -2.03 1.29 -0.75 0.2862
```

Calculated values
ΔE to the lowest compared entry with this formula, charge and spin = 107.6 kcal per mole
E_LUMO = 0.87 eV
E = -8368.6150 eV
maximum force = 0.606 eV/Å

=====

[12]
Computed, not measured: a cluster of 2 separate species, C4H8O2 in total, with the ωB97M-V functional and the def2-TZVPD basis.

Geometry as XYZ:
```
14
Properties=species:S:1:pos:R:3:mulliken_charge:R:1
C -0.23 0.58 -1.74 -1.2597
C 0.47 0.25 -0.45 0.7257
O 1.33 -0.63 -0.43 -0.6694
C 0.10 1.03 0.79 -0.8391
C -0.85 -1.71 1.57 -0.3868
O 0.42 -1.93 1.72 -0.2460
H -1.28 0.83 -1.57 0.3362
H 0.24 1.46 -2.19 0.3541
H -0.14 -0.25 -2.44 0.3527
H 0.98 1.18 1.42 0.3210
H -0.37 1.99 0.54 0.3488
H -1.02 -1.49 0.47 0.1944
H -0.62 0.47 1.40 0.3394
H 0.97 -1.77 0.91 0.4286
```

Calculated values
ΔE to the lowest compared entry with this formula, charge and spin = 86.5 kcal per mole
E_LUMO = 0.75 eV
E = -8369.5311 eV
maximum force = 0.458 eV/Å